(1)
{"formula": "C25H45N3O26S3", "method": "wB97M-V/def2-TZVPD", "orbital_gap_ev": 9.585, "e_lumo_ev": -0.10, "smiles": "C[N+](=O)[O-].C[N+](=O)[O-].C[N+](=O)[O-].O=S1(=O)OCCO1.O=S1(=O)OCCO1.O=S1(=O)OCCO1.O=C1CCCO1.O=C1CCCO1.O=C1CCCO1.O=C1CCCO1", "e_homo_ev": -9.69, "e_above_lowest_kcal_mol": 0.0, "species": ["C", "N", "O", "O", "H", "H", "H", "C", "N", "O", "O", "H", "H", "H", "C", "N", "O", "O", "H", "H", "H", "O", "C", "O", "C", "C", "C", "H", "H", "H", "H", "H", "H", "O", "C", "O", "C", "C", "C", "H", "H", "H", "H", "H", "H", "O", "C", "O", "C", "C", "C", "H", "H", "H", "H", "H", "H", "O", "C", "O", "C", "C", "C", "H", "H", "H", "H", "H", "H", "C", "C", "O", "S", "O", "O", "O", "H", "H", "H", "H", "C", "C", "O", "S", "O", "O", "O", "H", "H", "H", "H", "C", "C", "O", "S", "O", "O", "O", "H", "H", "H", "H"], "xyz": [[1.2975, 1.6901, 5.0900], [2.3156, 1.4112, 4.0266], [3.2846, 2.1192, 3.9527], [2.0827, 0.4555, 3.3017], [0.3399, 1.7082, 4.5758], [1.4841, 2.6839, 5.4796], [1.3985, 0.8769, 5.7987], [1.9345, 3.4204, -2.8769], [1.8092, 4.2010, -1.6169], [1.4008, 5.3455, -1.7080], [2.2118, 3.6800, -0.6032], [1.1997, 3.6935, -3.6284], [2.0107, 2.3663, -2.6440], [2.8647, 3.8082, -3.2990], [0.1157, 0.6058, -0.1832], [-0.5575, 0.3195, 1.1139], [-0.7109, 1.2626, 1.8681], [-0.8472, -0.8277, 1.3910], [-0.2647, 1.5841, -0.4719], [-0.0824, -0.2061, -0.8683], [1.1790, 0.7533, 0.0099], [1.2939, -0.6318, -6.7047], [0.5490, -0.4943, -5.7800], [0.1385, 0.7241, -5.3606], [-0.7068, 0.6500, -4.2043], [-0.8575, -0.8337, -3.8167], [0.0118, -1.5677, -4.8611], [-1.6744, 1.0180, -4.5482], [-0.3227, 1.2807, -3.4074], [-1.8827, -1.1518, -3.9667], [-0.4399, -1.0585, -2.8409], [-0.6450, -2.2030, -5.4621], [0.8164, -2.2135, -4.5220], [3.5129, 0.9484, -1.5331], [3.8016, -0.0770, -2.0696], [3.0553, -0.5709, -3.0792], [3.5267, -1.8611, -3.4918], [4.9998, -1.8969, -3.0318], [4.9892, -0.9883, -1.8042], [3.4903, -1.9121, -4.5804], [2.9077, -2.6620, -3.0968], [5.6648, -1.6242, -3.8446], [5.2111, -2.9357, -2.7659], [5.8775, -0.3582, -1.7833], [4.8905, -1.5080, -0.8557], [2.4980, 5.5504, 3.2843], [1.5572, 5.4266, 2.5602], [0.8768, 4.2485, 2.4940], [-0.3529, 4.3710, 1.7908], [-0.3334, 5.7321, 1.0836], [0.9054, 6.4307, 1.6534], [-1.2022, 4.1370, 2.4243], [-0.3887, 3.5852, 1.0366], [-1.2504, 6.3028, 1.2194], [-0.2211, 5.6132, 0.0087], [0.5663, 7.2633, 2.2751], [1.5959, 6.8261, 0.9147], [-2.9015, -0.5647, -1.1022], [-2.8203, -1.7632, -1.1482], [-1.6435, -2.4161, -1.0648], [-1.7853, -3.8175, -1.2401], [-3.2748, -4.1274, -1.3208], [-3.9383, -2.7695, -1.1482], [-1.2498, -4.4094, -0.4905], [-1.2283, -4.1647, -2.1189], [-3.6137, -4.8411, -0.5645], [-3.5471, -4.6740, -2.2252], [-4.3510, -2.6546, -0.1368], [-4.8045, -2.6083, -1.7841], [-4.8384, 2.5943, 0.1938], [-3.3179, 2.5596, 0.1689], [-2.9283, 3.8370, 0.6651], [-3.9212, 4.2382, 1.8697], [-4.1738, 5.6218, 1.8689], [-3.4742, 3.5877, 3.0420], [-5.1847, 3.4772, 1.2657], [-5.2649, 1.6032, 0.3263], [-5.2459, 3.0424, -0.7127], [-2.9439, 2.4467, -0.8467], [-2.8950, 1.7561, 0.7707], [1.4875, -3.0955, 2.2683], [2.9824, -3.0799, 2.0079], [3.1555, -2.7472, 0.6287], [1.8816, -3.1198, -0.2369], [2.0378, -4.4348, -0.7462], [1.5218, -2.1246, -1.1695], [0.8715, -3.1848, 0.9625], [1.0481, -2.2618, 2.8116], [1.1536, -4.0234, 2.7349], [3.4718, -4.0189, 2.2611], [3.4716, -2.3007, 2.5912], [-2.1779, -3.5708, 2.6824], [-2.2049, -3.2425, 4.1768], [-1.4626, -4.2751, 4.8215], [-1.3080, -5.5881, 3.9255], [-2.2037, -6.5755, 4.3699], [0.0695, -5.8792, 3.8133], [-1.8332, -4.9631, 2.5681], [-1.3674, -3.0055, 2.2134], [-3.0833, -3.3958, 2.1110], [-3.2261, -3.3516, 4.5535], [-1.8646, -2.2261, 4.3413]], "forces_ev_per_angstrom": [[0.0, 0.4, -0.7], [-0.2, 0.1, 0.0], [0.1, 0.0, 0.0], [0.0, -0.2, -0.1], [-0.1, -0.3, 0.1], [0.3, -0.1, 0.2], [-0.2, 0.1, 0.2], [0.6, 0.4, -0.5], [0.0, 0.1, -0.3], [-0.1, -0.1, 0.0], [-0.3, 0.0, 0.2], [-0.5, 0.0, 0.5], [0.1, 0.0, 0.0], [0.2, -0.4, 0.1], [-0.1, 0.5, 0.2], [0.6, 0.2, 0.5], [-0.2, -0.2, -0.2], [-0.1, 0.0, -0.1], [-0.1, -0.2, -0.3], [0.0, 0.0, 0.0], [0.0, -0.3, 0.1], [-0.1, 0.0, -0.2], [0.6, 0.0, 0.5], [0.2, 0.1, 0.1], [-0.8, -0.4, -0.5], [1.3, -0.3, -0.6], [-1.0, 0.0, -0.6], [0.0, 0.3, 0.3], [0.2, 0.0, -0.1], [-0.1, 0.0, 0.6], [-0.5, 0.1, 0.2], [0.2, -0.1, -0.1], [0.1, 0.2, 0.3], [-0.1, 0.4, 0.3], [0.0, -0.5, 0.0], [-0.4, -0.2, -0.2], [0.9, 0.3, -0.8], [-0.9, -1.4, 0.6], [0.4, 0.6, -1.0], [-0.3, 0.2, 0.0], [0.0, 0.1, 0.3], [0.1, 0.4, 0.2], [0.3, 0.1, 0.0], [0.0, 0.0, 0.3], [-0.1, 0.0, 0.0], [0.2, 0.2, -0.1], [-0.1, -0.5, 0.0], [0.0, 0.0, 0.5], [0.0, -0.5, -1.2], [0.1, 0.2, -0.3], [-0.9, 0.5, 0.3], [0.2, 0.5, 0.5], [0.3, -0.1, 0.1], [0.0, 0.0, 0.3], [0.0, -0.2, 0.0], [0.4, 0.1, 0.1], [0.1, -0.2, 0.0], [0.2, -0.1, -0.1], [0.0, 0.0, 0.0], [0.1, 0.4, 0.0], [0.7, -1.5, -0.4], [-0.5, -0.8, 0.2], [-0.6, -0.4, 0.6], [-0.3, 0.7, 0.7], [-0.3, 0.6, -0.4], [0.3, 0.3, 0.3], [0.1, 0.6, -0.3], [0.0, -0.2, 0.0], [0.4, 0.4, -0.4], [0.0, 0.1, -0.5], [0.1, -0.5, -0.4], [-0.3, 0.6, 0.2], [0.1, -0.9, -0.9], [0.1, 0.6, -0.2], [0.0, -0.3, 0.6], [-0.2, -0.1, 0.5], [-0.1, 0.1, 0.3], [0.0, -0.1, 0.0], [0.0, 0.2, 0.0], [-0.1, 0.1, 0.2], [-1.0, -1.2, -0.1], [0.5, 0.5, 0.9], [0.0, 0.6, -0.5], [-0.1, -1.5, 0.7], [0.2, -0.5, -0.2], [0.1, 1.1, 0.0], [-0.3, 0.6, -0.2], [0.3, 0.4, -0.3], [0.4, 0.1, 0.4], [-0.1, -0.2, -0.4], [0.0, 0.1, -0.2], [1.3, 0.3, -0.4], [-1.9, -0.7, -0.4], [0.7, 0.4, -0.1], [0.0, 0.9, 0.0], [-0.6, -0.6, 0.2], [0.6, -0.1, -0.1], [-0.3, -0.1, 0.0], [-0.2, -0.1, -0.1], [-0.3, 0.0, 0.3], [0.0, 0.3, 0.0], [0.5, -0.2, 0.4]], "lowdin_charge": [0.06, -0.44, 0.10, 0.02, 0.09, 0.10, 0.10, 0.05, -0.43, 0.05, 0.09, 0.10, 0.06, 0.11, 0.07, -0.39, 0.06, 0.05, 0.09, 0.06, 0.11, 0.12, -0.49, 0.03, -0.13, -0.12, -0.06, 0.12, 0.10, 0.11, 0.08, 0.13, 0.11, 0.11, -0.48, 0.01, -0.16, -0.13, -0.05, 0.13, 0.10, 0.12, 0.12, 0.13, 0.11, 0.12, -0.48, 0.02, -0.18, -0.13, -0.06, 0.09, 0.09, 0.11, 0.09, 0.13, 0.12, 0.11, -0.49, 0.00, -0.15, -0.13, -0.06, 0.12, 0.13, 0.11, 0.12, 0.13, 0.13, -0.14, -0.18, -0.20, 0.59, -0.20, -0.21, -0.18, 0.13, 0.13, 0.13, 0.11, -0.12, -0.13, -0.18, 0.56, -0.22, -0.21, -0.21, 0.12, 0.11, 0.14, 0.13, -0.14, -0.14, -0.18, 0.57, -0.20, -0.22, -0.19, 0.09, 0.13, 0.13, 0.13]}

---

(2)
{"formula": "C25H45N4O2SSi4Tc", "method": "wB97M-V/def2-TZVPD", "orbital_gap_ev": [5.645, 5.171], "charge": 1, "e_lumo_ev": [-4.38, -4.36], "e_homo_ev": [-10.03, -9.53], "s2": 0.84, "spin_multiplicity": 2, "species": ["Tc", "N", "C", "C", "C", "C", "C", "C", "S", "O", "O", "N", "C", "N", "C", "C", "C", "N", "H", "H", "H", "H", "H", "H", "H", "H", "H", "C", "C", "C", "C", "C", "C", "H", "H", "H", "H", "H", "H", "H", "H", "H", "C", "Si", "C", "C", "Si", "Si", "C", "C", "C", "Si", "C", "C", "C", "H", "H", "H", "H", "H", "H", "H", "H", "H", "H", "H", "H", "H", "H", "H", "H", "H", "H", "H", "H", "H", "H", "H", "H", "H", "H", "H"], "xyz": [[1.0275, -0.0355, 1.0429], [-5.9658, -3.4443, 3.0283], [-4.7118, -2.9010, 3.0750], [-4.2248, -2.3273, 4.2570], [-2.9717, -1.7511, 4.2933], [-2.1914, -1.7373, 3.1437], [-2.6538, -2.3097, 1.9646], [-3.9011, -2.8882, 1.9278], [-0.6618, -0.9197, 3.1682], [-0.2226, -0.7420, 4.5192], [-0.8187, 0.3507, 2.3950], [0.3567, -1.7498, 2.2253], [1.6224, -1.9286, 2.8226], [2.4510, -0.9906, 2.3526], [3.7104, -0.9956, 2.7789], [4.1201, -1.9520, 3.6900], [3.1797, -2.8870, 4.0990], [1.9201, -2.8942, 3.6585], [-6.4478, -3.6283, 3.8900], [-6.2108, -4.0369, 2.2556], [-4.8358, -2.3446, 5.1503], [-2.5900, -1.3163, 5.2067], [-2.0178, -2.3259, 1.0896], [-4.2615, -3.3487, 1.0158], [4.3703, -0.2410, 2.3711], [5.1332, -1.9750, 4.0614], [3.4440, -3.6663, 4.8035], [5.6373, -1.1954, -1.3176], [4.6515, -0.2136, -1.9694], [4.2043, -0.7701, -3.3280], [5.3514, 1.1410, -2.1569], [3.4874, -0.0465, -1.0769], [2.5086, 0.0526, -0.3496], [6.4920, -1.3596, -1.9764], [5.1574, -2.1555, -1.1289], [6.0027, -0.8027, -0.3684], [5.0667, -0.8832, -3.9874], [3.4872, -0.1104, -3.8150], [3.7339, -1.7459, -3.2071], [6.2534, 1.0115, -2.7568], [5.6361, 1.5670, -1.1943], [4.7084, 1.8513, -2.6719], [-0.2440, -0.9305, -3.2286], [-1.5859, -1.1834, -1.9221], [-3.2481, -0.7932, -2.7060], [-1.5692, -2.9860, -1.4026], [-0.9094, 0.3626, -0.2395], [1.1228, 3.7220, -1.9530], [0.0725, 5.1392, -2.4395], [1.8136, 3.6002, -0.2770], [1.4724, 2.4375, -3.1890], [-2.6280, 1.9173, 0.2595], [-3.1458, 2.8973, -1.2778], [-4.1124, 0.9709, 0.9082], [-1.9949, 3.1373, 1.5506], [-0.2459, -1.7559, -3.9449], [0.7503, -0.8713, -2.7802], [-0.4285, -0.0148, -3.7966], [-3.4379, -1.4715, -3.5416], [-3.2834, 0.2251, -3.0957], [-4.0699, -0.9041, -1.9963], [-1.6223, -3.5909, -2.3117], [-2.4280, -3.2487, -0.7847], [-0.6609, -3.2634, -0.8654], [0.2978, 6.0342, -1.8603], [-0.9738, 4.8749, -2.2416], [0.1562, 5.3449, -3.5071], [1.3177, 4.2640, 0.4282], [2.8925, 3.7858, -0.2701], [1.6765, 2.5418, -0.0151], [0.6164, 2.2931, -3.8515], [1.7473, 1.5034, -2.6905], [2.3112, 2.7565, -3.8149], [-3.0335, 2.3512, -2.2148], [-2.5874, 3.8341, -1.3485], [-4.2003, 3.1693, -1.1898], [-4.5637, 0.3482, 0.1339], [-4.8720, 1.6731, 1.2617], [-3.8346, 0.3260, 1.7428], [-2.2543, 4.1666, 1.2919], [-0.9123, 3.0672, 1.6713], [-2.4274, 2.9158, 2.5271]], "forces_ev_per_angstrom": [[-1.0, 0.1, -0.9], [0.0, 0.0, 0.0], [0.0, 0.0, 0.0], [0.0, 0.0, 0.0], [0.0, 0.0, 0.0], [0.0, 0.0, 0.0], [0.0, 0.0, 0.0], [0.0, 0.0, 0.0], [-0.1, 0.2, 0.2], [0.0, -0.2, 0.0], [0.3, -0.1, 0.3], [0.3, 0.4, -0.1], [-0.3, -0.2, -0.2], [0.4, 0.1, 0.5], [0.0, -0.2, -0.1], [0.0, 0.0, 0.0], [0.0, 0.0, 0.0], [0.0, 0.0, 0.0], [0.0, 0.0, 0.0], [0.0, 0.0, 0.0], [0.0, 0.0, 0.0], [0.0, 0.0, 0.0], [0.0, 0.0, 0.0], [0.0, 0.0, 0.0], [0.0, 0.0, 0.0], [0.0, 0.0, 0.0], [0.0, 0.0, 0.0], [0.0, 0.0, 0.0], [0.0, 0.0, 0.1], [0.0, 0.0, 0.0], [0.0, -0.1, 0.1], [-0.2, 0.1, -0.2], [0.3, -0.1, 0.2], [0.0, 0.0, 0.0], [0.0, 0.0, 0.0], [0.0, 0.0, 0.0], [0.0, 0.0, 0.0], [0.0, 0.1, 0.0], [0.0, 0.0, 0.0], [0.0, 0.0, 0.0], [0.0, 0.0, 0.0], [-0.1, 0.1, -0.1], [-0.1, 0.0, 0.0], [0.1, 0.1, -0.2], [0.0, 0.0, 0.1], [0.0, 0.0, 0.0], [0.2, -0.2, 0.0], [0.0, 0.1, 0.1], [0.0, -0.1, 0.0], [-0.1, -0.1, -0.2], [-0.1, -0.1, 0.1], [0.1, -0.1, 0.1], [0.0, 0.0, 0.0], [0.0, 0.1, 0.0], [0.0, 0.0, 0.0], [0.0, 0.0, 0.0], [0.0, 0.0, 0.0], [0.0, 0.0, 0.0], [0.0, 0.0, 0.0], [0.0, 0.0, 0.0], [0.0, 0.0, 0.0], [0.0, 0.0, 0.0], [0.0, 0.0, 0.0], [0.0, 0.0, 0.0], [0.0, 0.0, 0.0], [0.0, 0.0, 0.0], [0.0, 0.0, 0.0], [0.0, 0.0, 0.1], [0.0, 0.0, -0.1], [0.1, 0.1, 0.2], [0.0, 0.0, 0.0], [0.0, 0.0, 0.0], [0.1, 0.0, 0.0], [0.0, 0.0, 0.0], [0.0, 0.0, 0.0], [0.0, 0.0, 0.0], [0.0, 0.0, 0.0], [0.0, 0.0, 0.0], [0.0, 0.0, 0.0], [0.0, 0.0, 0.0], [0.0, 0.0, 0.0], [0.0, 0.0, 0.0]], "mulliken_spin": [1.39, 0.00, 0.00, 0.00, 0.00, 0.02, -0.04, -0.01, 0.00, 0.00, 0.00, -0.03, 0.03, -0.02, -0.01, 0.00, 0.00, 0.00, 0.00, 0.00, 0.00, 0.00, 0.02, 0.00, 0.00, 0.00, 0.00, 0.00, -0.01, 0.00, 0.00, -0.03, -0.04, 0.00, 0.00, 0.00, 0.00, 0.00, 0.00, 0.00, 0.00, 0.00, -0.02, -0.03, 0.00, 0.01, -0.16, 0.01, -0.01, -0.09, -0.01, -0.02, 0.00, -0.01, 0.00, 0.00, 0.01, 0.00, 0.00, 0.00, 0.00, 0.00, 0.00, 0.00, 0.00, 0.00, 0.00, 0.00, 0.00, 0.07, 0.00, 0.01, 0.00, 0.00, 0.00, 0.00, 0.00, 0.00, 0.00, 0.00, 0.00, 0.00]}

---

Number 1: electronic energy -116855.6210 eV. Number 2: electronic energy -81246.7055 eV.